[1]
Molecular formula: C5H12N3O2
Method: DFT, the ωB97M-V functional and the def2-TZVPD basis

Calculated values
* net charge: -1
* SMILES string: CCC(C)(C)NN=[N+]([O-])[O-]
* HOMO-LUMO gap: 6.73 eV
* energy: -512.3281 Ha
* energy above the lowest of the compared OMol25 structures with the same formula, charge and spin: 59.1 kJ/mol
* LUMO energy: 3.535 eV

Structure (XYZ):
```
22
Properties=species:S:1:pos:R:3:forces:R:3:lowdin_charge:R:1
C 0.934 1.908 0.961 2.16 0.03 -1.39 -0.114
C 1.125 -1.272 -1.294 -4.30 -0.07 1.80 -0.024
C -0.608 0.511 -1.153 1.05 1.80 -1.10 -0.072
C 1.423 0.591 0.292 -2.36 0.48 0.65 -0.186
C 0.308 -0.335 -0.332 2.25 2.03 -1.32 -0.637
N -1.471 -0.292 1.276 1.77 0.51 -0.03 0.014
N -0.408 -0.990 0.666 -1.63 -5.51 0.06 -0.052
N -2.503 -1.021 1.306 -1.37 0.85 0.20 -0.574
O -2.602 -2.108 0.703 0.19 -1.76 -0.69 -0.120
O -3.494 -0.580 1.927 -0.72 0.33 0.59 -0.133
H 0.558 2.656 0.301 -0.79 0.30 -0.80 0.048
H 0.365 1.903 1.843 -1.03 -0.75 0.99 0.048
H 1.891 2.332 1.221 0.50 0.57 0.60 0.049
H 0.459 -1.594 -2.079 -0.20 -0.64 -0.17 0.074
H 1.892 -0.788 -1.725 2.79 1.85 -1.42 0.021
H 1.459 -2.038 -0.679 0.81 -1.87 0.77 0.057
H -1.085 -0.066 -1.919 -0.61 -0.44 -0.32 0.061
H -1.342 0.977 -0.484 0.26 0.27 -0.54 0.078
H 0.077 1.236 -1.704 -1.19 -0.27 0.50 0.100
H 2.120 0.837 -0.517 0.25 0.03 0.54 0.096
H 1.814 0.085 1.165 0.81 -0.71 -0.37 0.099
H -0.913 -1.950 0.225 1.34 2.99 1.45 0.167
```
Positions in Å, forces in eV/Å.

---

[2]
Molecular formula: C5H12N3O2
Method: DFT, the ωB97M-V functional and the def2-TZVPD basis

Calculated values
* net charge: -1
* SMILES string: [H]/N=[N+](\[O-])N(CC[O-])C(C)C
* HOMO-LUMO gap: 5.83 eV
* energy: -512.2803 Ha
* energy above the lowest of the compared OMol25 structures with the same formula, charge and spin: 184.7 kJ/mol
* LUMO energy: 3.551 eV

Structure (XYZ):
```
22
Properties=species:S:1:pos:R:3:forces:R:3:lowdin_charge:R:1
C 0.632 -1.023 -0.564 1.93 2.04 -0.20 -0.170
C 1.870 -1.624 0.132 1.68 0.64 -1.25 -0.463
C -1.829 -0.319 1.095 0.09 -0.26 -0.79 -0.063
C -1.809 0.970 -1.110 -0.36 0.98 -0.21 -0.065
C -1.132 0.762 0.227 0.80 -3.52 -0.74 -0.337
N 2.197 0.876 0.831 0.77 0.92 0.79 0.160
N 0.262 0.278 -0.023 -1.70 -2.25 0.23 -0.107
N 1.254 1.130 0.047 1.74 3.54 1.02 -0.417
O 1.074 2.202 -0.620 0.47 0.68 -0.39 -0.108
O 3.108 -1.041 -0.175 -1.55 -1.24 -0.07 -0.388
H 0.830 -1.007 -1.644 -0.08 0.26 -0.07 0.117
H -0.189 -1.584 -0.362 -2.31 -2.21 0.35 0.049
H 1.619 -1.555 1.193 0.02 -0.38 0.63 0.071
H 1.781 -2.664 -0.241 0.31 -0.41 0.43 0.076
H -1.783 -1.376 0.760 -0.20 0.83 -0.49 0.075
H -1.314 -0.377 2.021 0.25 0.25 1.17 0.060
H -2.867 -0.024 1.215 -0.25 -0.09 0.25 0.065
H -1.635 0.114 -1.760 -0.34 -0.25 0.18 0.077
H -1.229 1.750 -1.537 0.56 0.82 -0.75 0.047
H -2.855 1.345 -1.176 0.41 -0.66 0.54 0.079
H -0.996 1.575 0.878 -0.16 1.63 0.31 0.121
H 3.010 1.593 0.814 -2.08 -1.32 -0.93 0.120
```
Positions in Å, forces in eV/Å.

---

[3]
Molecular formula: C5H12N3O2
Method: DFT, the ωB97M-V functional and the def2-TZVPD basis

Calculated values
* net charge: +1
* HOMO-LUMO gap: 8.26 eV
* energy: -511.9973 Ha
* energy above the lowest of the compared OMol25 structures with the same formula, charge and spin: 574.1 kJ/mol
* LUMO energy: -4.508 eV

Structure (XYZ):
```
22
Properties=species:S:1:pos:R:3:forces:R:3:lowdin_charge:R:1
C -0.694 -0.260 -1.498 0.34 0.66 -1.41 -0.207
C 0.904 -1.404 -0.179 -2.02 1.03 -3.52 -0.100
C -1.468 -1.530 -1.229 -0.87 -1.57 -3.11 -0.131
C 0.532 -2.660 -0.844 -0.35 -2.53 1.53 -0.187
C 0.789 2.403 2.542 0.92 -0.96 -3.17 0.061
N 0.447 -0.307 -0.621 0.78 0.61 0.50 0.018
N -0.116 1.625 1.552 0.53 0.85 0.65 0.038
N -0.235 1.648 0.293 -2.41 -1.08 1.81 -0.090
O 0.411 2.460 -0.446 0.40 0.55 -2.05 0.096
O -0.598 -2.618 -1.704 0.48 1.25 1.20 -0.117
H -0.446 -0.099 -2.566 0.31 -0.85 0.34 0.143
H -1.078 0.737 -1.264 -1.47 -0.76 0.07 0.079
H 1.649 -1.340 0.510 2.11 -0.27 2.10 0.099
H 0.045 2.289 -1.444 1.19 0.38 3.16 0.230
H -1.415 -1.589 -0.163 -1.46 -0.40 0.92 0.106
H -2.446 -1.799 -1.845 1.77 1.24 1.90 0.183
H 1.405 -2.994 -1.398 0.07 -0.18 -0.21 0.139
H 0.389 -3.426 0.015 0.01 0.71 -1.32 0.162
H 0.383 3.354 2.499 -0.62 2.05 0.40 0.067
H 0.571 1.900 3.420 0.03 -0.65 1.91 0.064
H 1.891 2.475 2.297 -1.42 -0.63 -0.02 0.129
H -0.922 1.134 2.071 1.67 0.55 -1.70 0.216
```
Positions in Å, forces in eV/Å.

---

[4]
Molecular formula: C5H12N4
Method: DFT, the ωB97M-V functional and the def2-TZVPD basis

Calculated values
* net charge: 0
* SMILES string: C=C(N)/C(N)=C(\C)NN
* HOMO-LUMO gap: 8.42 eV
* energy: -416.6564 Ha
* energy above the lowest of the compared OMol25 structures with the same formula, charge and spin: 233.9 kJ/mol
* LUMO energy: 0.962 eV

Structure (XYZ):
```
21
Properties=species:S:1:pos:R:3:forces:R:3:lowdin_charge:R:1
C 0.932 -1.068 -1.455 0.12 0.08 0.10 -0.056
N 0.019 1.324 -1.824 2.45 -1.54 1.47 -0.117
C -0.168 0.373 0.371 1.78 -3.26 2.40 -0.292
C 0.318 0.154 -0.844 -1.68 2.68 -2.31 -0.241
C 0.138 -0.736 1.479 -1.90 0.77 -1.57 -0.379
N -1.332 1.572 -2.140 -1.64 -0.52 -0.07 -0.044
N -0.800 1.489 0.883 0.13 0.61 -0.03 0.098
N 0.978 -0.316 2.493 0.80 0.33 0.16 0.078
C -0.556 -1.879 1.517 -0.19 0.20 -0.06 0.023
H 0.561 1.141 -2.674 -0.69 -0.03 0.30 0.092
H -1.940 1.149 -1.424 0.49 0.08 -0.49 0.072
H -1.550 2.567 -2.114 0.46 -0.14 0.23 0.063
H -0.593 1.582 1.877 -0.17 0.15 -0.34 0.089
H -0.534 2.313 0.350 -0.13 0.06 0.19 0.084
H 1.282 -1.067 3.107 -0.09 0.28 -0.14 0.095
H 1.764 0.223 2.142 -0.08 -0.13 0.22 0.098
H 1.876 -0.815 -1.949 -0.09 0.02 -0.05 0.074
H 1.151 -1.849 -0.723 -0.11 0.22 0.01 0.068
H 0.257 -1.491 -2.207 0.09 0.06 0.04 0.084
H -0.475 -2.570 2.350 0.23 -0.03 -0.10 0.052
H -1.328 -2.094 0.785 0.22 0.11 0.04 0.062
```
Positions in Å, forces in eV/Å.

---

[5]
Molecular formula: C5H12N4
Method: DFT, the ωB97M-V functional and the def2-TZVPD basis

Calculated values
* net charge: 0
* SMILES string: [H]/N=C\NN/C(CC)=N\C
* HOMO-LUMO gap: 9.77 eV
* energy: -416.6396 Ha
* energy above the lowest of the compared OMol25 structures with the same formula, charge and spin: 278.0 kJ/mol
* LUMO energy: 0.706 eV

Structure (XYZ):
```
21
Properties=species:S:1:pos:R:3:forces:R:3:lowdin_charge:R:1
C -1.300 0.357 2.550 -1.95 2.20 0.71 -0.087
C -1.435 1.046 1.172 -1.35 -0.50 -0.61 -0.216
C -0.737 0.294 0.136 0.33 -1.91 -2.86 -0.402
C 2.502 -0.138 -1.234 0.18 -4.08 1.23 -0.323
C -0.775 -1.135 -1.757 -0.82 -3.05 1.84 -0.144
H -2.018 -0.462 2.669 0.14 0.19 -0.20 0.072
H -1.626 1.202 3.291 1.03 -1.89 -0.76 0.106
H -0.313 -0.056 2.697 0.33 0.28 0.37 0.058
H -2.487 1.050 0.687 1.42 0.42 1.60 0.145
H -0.957 2.026 1.147 -0.46 0.34 0.42 0.106
H 0.961 0.889 1.005 -0.03 -0.49 -0.47 0.140
H 1.354 1.476 -1.436 -0.29 -0.18 0.80 0.158
H 3.224 0.359 -1.814 0.85 0.74 -0.90 0.092
H 2.081 -1.990 -0.495 -0.56 0.72 0.51 0.013
H 0.171 -1.690 -1.431 -1.46 0.43 -0.32 0.081
H -1.578 -1.784 -2.207 0.89 -0.31 1.01 0.087
H -0.543 -0.678 -2.630 1.15 2.55 -2.34 0.026
N 0.686 0.332 0.183 -1.00 0.61 2.43 0.026
N 1.486 0.644 -0.854 -0.35 1.49 -1.73 -0.051
N 2.735 -1.377 -0.953 0.93 1.28 -1.15 0.072
N -1.430 -0.365 -0.727 1.01 1.17 0.46 0.040
```
Positions in Å, forces in eV/Å.

---

[6]
Molecular formula: C5H12N4O
Method: DFT, the ωB97M-V functional and the def2-TZVPD basis

Calculated values
* net charge: +2
* SMILES string: CN1C[NH+]=C(O)[C@H](N)C1=[NH2+]
* HOMO-LUMO gap: 10.85 eV
* energy: -491.3451 Ha
* energy above the lowest of the compared OMol25 structures with the same formula, charge and spin: 95.7 kJ/mol
* LUMO energy: -8.146 eV

Structure (XYZ):
```
22
Properties=species:S:1:pos:R:3:forces:R:3:lowdin_charge:R:1
C -0.072 -0.724 -0.244 -2.48 -0.02 0.45 -0.237
C -1.039 1.445 0.608 1.61 0.04 -0.91 -0.218
C 1.383 0.968 0.557 0.53 1.00 0.50 -0.050
C -1.161 0.405 -0.506 2.33 0.16 -2.42 -0.137
C 2.228 -1.258 0.164 1.26 -1.76 2.44 0.021
N 0.172 1.580 1.107 -0.96 0.82 -0.33 0.189
N 1.068 -0.401 0.226 2.10 1.52 -0.12 -0.080
N -0.303 -1.974 -0.464 -2.03 -0.76 -1.33 0.281
N -2.534 0.215 -0.928 0.53 -1.75 1.07 0.104
O -2.073 2.170 0.891 2.01 -1.05 0.69 0.269
H 1.758 1.539 -0.350 -0.41 -0.55 0.97 0.189
H 2.167 1.023 1.392 -1.12 -0.24 -1.34 0.192
H -0.553 0.772 -1.450 -1.07 0.46 1.65 0.230
H 2.211 -1.972 1.047 -0.13 0.64 -0.95 0.149
H 2.452 -1.864 -0.715 -0.65 0.48 -0.41 0.125
H 3.085 -0.634 0.388 0.23 0.01 -0.30 0.105
H 0.350 2.298 1.782 -0.18 0.56 0.58 0.190
H -1.150 -2.194 -0.956 -0.30 -0.40 -0.04 0.144
H 0.323 -2.745 -0.375 0.72 -0.23 0.22 0.146
H -2.753 1.544 0.611 -2.01 0.09 -0.63 0.137
H -2.788 -0.783 -0.947 -0.31 0.73 0.30 0.120
H -2.771 0.590 -1.838 0.33 0.24 -0.09 0.130
```
Positions in Å, forces in eV/Å.

---

energy above the lowest of the compared OMol25 structures with the same formula, charge and spin of number 3 (C5H12N3O2)? 574.1 kJ/mol

---

Please write out number 4 again, unchanged.
Molecular formula: C5H12N4
Method: DFT, the ωB97M-V functional and the def2-TZVPD basis

Calculated values
* net charge: 0
* SMILES string: C=C(N)/C(N)=C(\C)NN
* HOMO-LUMO gap: 8.42 eV
* energy: -416.6564 Ha
* energy above the lowest of the compared OMol25 structures with the same formula, charge and spin: 233.9 kJ/mol
* LUMO energy: 0.962 eV

Structure (XYZ):
```
21
Properties=species:S:1:pos:R:3:forces:R:3:lowdin_charge:R:1
C 0.932 -1.068 -1.455 0.12 0.08 0.10 -0.056
N 0.019 1.324 -1.824 2.45 -1.54 1.47 -0.117
C -0.168 0.373 0.371 1.78 -3.26 2.40 -0.292
C 0.318 0.154 -0.844 -1.68 2.68 -2.31 -0.241
C 0.138 -0.736 1.479 -1.90 0.77 -1.57 -0.379
N -1.332 1.572 -2.140 -1.64 -0.52 -0.07 -0.044
N -0.800 1.489 0.883 0.13 0.61 -0.03 0.098
N 0.978 -0.316 2.493 0.80 0.33 0.16 0.078
C -0.556 -1.879 1.517 -0.19 0.20 -0.06 0.023
H 0.561 1.141 -2.674 -0.69 -0.03 0.30 0.092
H -1.940 1.149 -1.424 0.49 0.08 -0.49 0.072
H -1.550 2.567 -2.114 0.46 -0.14 0.23 0.063
H -0.593 1.582 1.877 -0.17 0.15 -0.34 0.089
H -0.534 2.313 0.350 -0.13 0.06 0.19 0.084
H 1.282 -1.067 3.107 -0.09 0.28 -0.14 0.095
H 1.764 0.223 2.142 -0.08 -0.13 0.22 0.098
H 1.876 -0.815 -1.949 -0.09 0.02 -0.05 0.074
H 1.151 -1.849 -0.723 -0.11 0.22 0.01 0.068
H 0.257 -1.491 -2.207 0.09 0.06 0.04 0.084
H -0.475 -2.570 2.350 0.23 -0.03 -0.10 0.052
H -1.328 -2.094 0.785 0.22 0.11 0.04 0.062
```
Positions in Å, forces in eV/Å.

---

Look up the energy of the sixth one. -491.3451 Ha

---

Copy entry 4 word for word.
Molecular formula: C5H12N4
Method: DFT, the ωB97M-V functional and the def2-TZVPD basis

Calculated values
* net charge: 0
* SMILES string: C=C(N)/C(N)=C(\C)NN
* HOMO-LUMO gap: 8.42 eV
* energy: -416.6564 Ha
* energy above the lowest of the compared OMol25 structures with the same formula, charge and spin: 233.9 kJ/mol
* LUMO energy: 0.962 eV

Structure (XYZ):
```
21
Properties=species:S:1:pos:R:3:forces:R:3:lowdin_charge:R:1
C 0.932 -1.068 -1.455 0.12 0.08 0.10 -0.056
N 0.019 1.324 -1.824 2.45 -1.54 1.47 -0.117
C -0.168 0.373 0.371 1.78 -3.26 2.40 -0.292
C 0.318 0.154 -0.844 -1.68 2.68 -2.31 -0.241
C 0.138 -0.736 1.479 -1.90 0.77 -1.57 -0.379
N -1.332 1.572 -2.140 -1.64 -0.52 -0.07 -0.044
N -0.800 1.489 0.883 0.13 0.61 -0.03 0.098
N 0.978 -0.316 2.493 0.80 0.33 0.16 0.078
C -0.556 -1.879 1.517 -0.19 0.20 -0.06 0.023
H 0.561 1.141 -2.674 -0.69 -0.03 0.30 0.092
H -1.940 1.149 -1.424 0.49 0.08 -0.49 0.072
H -1.550 2.567 -2.114 0.46 -0.14 0.23 0.063
H -0.593 1.582 1.877 -0.17 0.15 -0.34 0.089
H -0.534 2.313 0.350 -0.13 0.06 0.19 0.084
H 1.282 -1.067 3.107 -0.09 0.28 -0.14 0.095
H 1.764 0.223 2.142 -0.08 -0.13 0.22 0.098
H 1.876 -0.815 -1.949 -0.09 0.02 -0.05 0.074
H 1.151 -1.849 -0.723 -0.11 0.22 0.01 0.068
H 0.257 -1.491 -2.207 0.09 0.06 0.04 0.084
H -0.475 -2.570 2.350 0.23 -0.03 -0.10 0.052
H -1.328 -2.094 0.785 0.22 0.11 0.04 0.062
```
Positions in Å, forces in eV/Å.